86
Properties=species:S:1:pos:R:3:forces:R:3:lowdin_charge:R:1 method="wB97M-V/def2-TZVPD" energy_ha=-18657.2511 e_above_lowest_kcal_mol=0.0 largest_force_ev_per_a=1.213 homo_lumo_gap_ev=8.752
C -0.071 -1.643 1.285 0.63 -0.21 0.27 -0.10
C -0.137 -1.978 -0.189 -0.34 -0.44 -1.00 -0.25
C 0.481 -0.962 -1.157 0.39 -0.15 -0.12 -0.17
C -0.072 0.369 -0.945 0.00 0.33 -0.13 -0.23
N -0.520 1.416 -0.778 0.11 -0.22 0.03 0.20
H -0.379 -0.625 1.527 -0.22 -0.02 -0.18 0.04
H 0.948 -1.749 1.667 0.08 0.08 -0.14 0.06
H -0.663 -2.333 1.883 -0.23 0.06 -0.07 0.06
H -1.161 -2.119 -0.544 -0.15 0.17 0.39 0.06
H 0.330 -2.933 -0.448 0.19 -0.01 0.44 0.12
H 0.319 -1.245 -2.202 -0.36 0.08 0.04 0.10
H 1.576 -0.940 -1.102 -0.03 0.27 0.46 0.11
C 0.810 1.087 6.323 -0.49 -0.61 -0.29 -0.26
S 1.227 -0.675 6.494 -0.97 0.16 0.24 0.82
O 0.262 -1.226 7.510 0.67 0.26 -0.64 -0.56
C 0.570 -1.227 4.870 0.22 -0.47 0.79 -0.29
H -0.257 1.121 6.096 0.02 0.06 -0.04 0.03
H 1.382 1.485 5.486 0.13 0.21 0.17 0.04
H 0.972 1.593 7.270 0.33 -0.01 -0.03 0.05
H 0.885 -0.642 4.011 0.23 0.06 0.07 0.00
H -0.514 -1.280 4.932 -0.03 0.22 0.16 0.01
H 0.947 -2.251 4.840 0.02 0.02 -0.41 0.04
C -2.408 -5.067 1.408 -0.22 -0.65 -0.02 -0.26
S -4.178 -4.796 1.754 -0.63 0.02 -0.07 0.81
O -5.020 -5.946 1.285 1.02 0.40 0.39 -0.56
C -3.995 -4.831 3.562 0.71 -0.13 0.16 -0.27
H -2.134 -6.062 1.763 0.04 0.05 0.06 0.06
H -1.817 -4.303 1.906 -0.09 0.08 0.13 0.03
H -2.218 -5.020 0.338 -0.25 0.09 -0.05 0.05
H -4.941 -4.967 4.078 -0.23 0.27 -0.32 0.05
H -3.534 -3.869 3.797 -0.30 0.11 0.13 0.04
H -3.310 -5.586 3.959 -0.06 -0.22 -0.44 0.05
C 6.279 -2.371 -1.690 -0.28 -0.45 -0.52 -0.26
S 4.910 -1.188 -1.498 0.67 -0.23 -0.38 0.79
O 5.531 0.171 -1.503 -0.34 -0.18 0.04 -0.56
C 4.236 -1.484 -3.177 0.22 0.65 0.74 -0.24
H 6.849 -2.053 -2.564 0.14 0.13 0.13 0.06
H 5.858 -3.354 -1.920 -0.12 0.08 0.06 0.05
H 6.921 -2.503 -0.824 -0.15 0.50 0.19 0.05
H 4.156 -2.557 -3.317 -0.29 0.02 -0.20 0.05
H 4.880 -0.999 -3.911 0.25 -0.19 0.07 0.06
H 3.289 -0.946 -3.195 -0.18 -0.38 -0.09 0.00
C 1.431 2.087 -3.574 0.71 -0.03 -0.92 -0.26
S 1.556 0.714 -4.781 -0.83 0.55 0.30 0.82
O 0.439 -0.235 -4.460 0.30 -0.05 0.11 -0.57
C 0.940 1.636 -6.221 0.44 -0.64 0.37 -0.25
H 2.316 2.710 -3.730 0.01 -0.03 0.06 0.04
H 1.484 1.664 -2.580 -0.17 -0.03 0.11 0.00
H 0.552 2.704 -3.747 -0.24 -0.28 0.15 0.06
H 1.559 2.514 -6.386 -0.20 0.14 -0.02 0.06
H -0.109 1.816 -5.999 0.00 0.32 -0.10 0.06
H 1.028 0.946 -7.058 -0.04 0.08 -0.07 0.05
C -3.400 3.107 -1.675 0.31 -0.18 0.47 -0.30
S -3.262 4.912 -1.662 -0.28 0.01 0.86 0.82
O -4.306 5.419 -0.701 0.57 -0.33 -0.65 -0.57
C -1.676 5.033 -0.763 -0.46 0.34 -0.50 -0.29
H -2.475 2.642 -2.020 0.00 0.16 -0.15 0.02
H -4.240 2.771 -2.277 -0.08 0.28 -0.07 0.04
H -3.549 2.780 -0.644 -0.09 0.09 0.01 0.04
H -1.765 4.744 0.278 -0.28 -0.31 -0.05 -0.01
H -1.453 6.100 -0.779 0.14 -0.02 -0.08 0.05
H -0.905 4.465 -1.281 0.03 -0.02 0.06 0.03
Br -2.172 0.689 3.581 -0.30 0.48 -0.07 0.68
C -1.643 2.215 2.456 0.74 -0.28 -0.04 -0.64
C -0.221 2.578 2.882 -0.77 -0.05 -0.25 -0.66
Br 0.550 3.878 1.632 -0.03 -0.29 0.51 0.71
H -2.308 3.062 2.587 -0.27 -0.21 0.11 0.07
H -1.693 1.817 1.447 0.05 0.21 -0.09 0.01
H 0.407 1.692 2.890 0.20 0.12 -0.06 0.02
H -0.276 3.031 3.867 0.34 0.07 -0.01 0.05
Br 3.299 3.665 -0.800 0.06 0.06 -0.12 0.67
C 3.104 1.941 0.034 0.39 -0.82 0.80 -0.75
C 3.771 1.963 1.399 -0.19 0.19 0.07 -0.66
Br 3.531 0.219 2.288 -0.08 0.29 -0.21 0.62
H 3.620 1.177 -0.546 -0.14 0.29 -0.40 0.01
H 2.048 1.719 0.155 -0.08 0.17 -0.20 0.00
H 3.311 2.704 2.047 0.05 -0.06 0.06 0.02
H 4.843 2.120 1.344 0.01 -0.03 -0.08 0.06
Br -4.386 -1.116 -5.305 0.05 0.01 0.35 0.60
C -3.578 -0.594 -3.582 -0.39 -0.76 -0.10 -0.67
C -4.009 -1.549 -2.476 0.10 -0.07 -0.22 -0.65
Br -3.692 -0.663 -0.746 -0.18 -0.28 -0.31 0.65
H -3.949 0.400 -3.367 0.27 0.16 -0.16 0.02
H -2.515 -0.672 -3.782 0.11 0.47 0.22 0.04
H -3.441 -2.475 -2.466 0.19 0.11 -0.01 0.06
H -5.052 -1.842 -2.559 -0.11 0.38 0.25 0.05

115
Properties=species:S:1:pos:R:3:forces:R:3:lowdin_charge:R:1 method="wB97M-V/def2-TZVPD" energy_ha=-4737.5304 e_above_lowest_kcal_mol=0.0 largest_force_ev_per_a=2.379 homo_lumo_gap_ev=6.932
Rb 0.617 0.855 0.437 -1.04 -1.78 -1.19 0.83
C 3.119 4.397 1.469 0.02 -0.05 0.01 -0.06
C 2.504 3.399 2.449 -0.26 -0.19 -0.17 -0.59
O 2.740 3.729 3.820 0.16 0.13 0.03 -0.07
P 3.271 1.760 2.236 1.01 -0.03 0.62 0.44
O 2.863 0.931 3.525 0.18 0.18 0.16 -0.10
O 4.843 2.001 2.517 -0.14 0.17 -0.36 -0.11
O 3.048 1.043 0.972 0.64 0.28 0.23 -0.43
P 0.657 3.404 2.215 -0.15 0.40 0.26 0.26
O 0.235 1.971 2.925 -0.03 0.65 0.03 -0.27
O 0.152 4.496 3.086 0.20 0.06 0.17 -0.29
O 0.351 3.311 0.759 0.34 0.82 0.29 -0.62
H 4.147 4.630 1.750 -0.01 -0.03 0.03 0.09
H 2.534 5.318 1.461 0.04 0.01 0.01 0.09
H 3.097 3.970 0.464 0.01 0.09 -0.03 0.07
H 2.018 4.337 4.063 -0.07 -0.07 -0.02 0.09
H 2.957 1.504 4.309 -0.17 -0.11 -0.12 0.10
H 5.311 2.149 1.681 -0.03 -0.06 0.22 0.09
H -0.194 2.233 3.754 -0.07 -0.23 -0.08 0.07
S 2.581 -6.673 -1.087 -0.19 0.18 0.08 1.05
C 1.379 -7.659 -0.369 0.14 -0.01 -0.05 -0.41
C 0.302 -6.932 0.030 -0.08 -0.06 0.05 -0.18
C 0.444 -5.551 -0.253 0.05 0.14 -0.10 -0.13
C 1.629 -5.241 -0.864 0.02 -0.38 0.12 -0.48
C 2.087 -3.925 -1.296 0.16 0.19 -0.15 -0.19
C 1.509 -2.763 -0.738 0.04 -0.04 0.00 -0.07
N 1.782 -1.545 -1.130 -0.10 0.06 0.14 0.11
C 2.709 -1.363 -2.087 0.09 -0.31 -0.05 -0.15
C 3.426 -2.440 -2.646 -0.15 0.14 0.15 -0.13
C 4.476 -2.183 -3.586 0.10 0.08 -0.11 -0.02
C 4.784 -0.920 -3.953 0.05 -0.19 -0.03 -0.02
C 4.045 0.195 -3.443 -0.20 0.07 0.14 -0.13
C 4.325 1.519 -3.810 -0.12 0.16 0.12 0.03
C 3.578 2.560 -3.294 0.05 -0.31 -0.06 -0.19
C 2.506 2.211 -2.441 0.04 0.04 -0.13 -0.06
N 2.231 0.986 -2.078 -0.11 0.10 0.18 0.09
C 2.993 -0.021 -2.533 0.25 0.13 -0.22 -0.15
C 3.852 3.961 -3.604 0.19 0.33 -0.19 -0.47
C 3.280 5.079 -3.060 -0.03 -0.18 0.05 -0.12
C 3.798 6.290 -3.583 -0.01 0.09 -0.01 -0.18
C 4.760 6.083 -4.518 0.09 -0.11 -0.08 -0.41
S 5.050 4.415 -4.776 -0.23 0.02 0.19 1.05
C 3.071 -3.737 -2.245 -0.12 -0.02 0.14 0.03
H 1.539 -8.721 -0.281 -0.02 0.01 0.01 0.07
H -0.569 -7.359 0.505 0.02 -0.03 -0.01 0.11
H -0.317 -4.815 -0.037 0.01 -0.01 -0.01 0.10
H 0.802 -2.853 0.083 -0.04 -0.05 -0.03 0.11
H 5.029 -3.027 -3.980 0.00 0.02 -0.02 0.12
H 5.596 -0.727 -4.644 -0.01 -0.02 -0.01 0.12
H 5.137 1.718 -4.501 0.04 -0.04 0.01 0.10
H 1.837 2.978 -2.061 0.06 0.01 0.05 0.12
H 2.517 5.040 -2.295 0.00 0.02 0.00 0.11
H 3.465 7.269 -3.271 0.02 0.00 -0.01 0.11
H 5.325 6.813 -5.076 -0.03 0.02 0.02 0.06
H 3.573 -4.589 -2.691 0.01 0.01 -0.04 0.11
C -1.405 -2.501 -2.707 -0.08 0.08 -0.17 -0.05
C -1.813 -1.086 -3.109 0.12 0.03 0.24 -0.36
C -0.651 -0.105 -2.940 -0.19 -0.13 0.08 -0.08
C -3.040 -0.624 -2.308 -0.16 -0.04 -0.27 -0.28
C -4.349 -1.345 -2.704 0.19 0.17 -0.03 -0.08
O -4.806 -1.946 -1.482 -0.20 -0.13 0.10 -0.01
C -3.898 -1.610 -0.521 0.29 0.19 -0.34 -0.32
N -2.914 -0.899 -0.883 0.04 0.06 0.25 0.14
C -4.183 -2.120 0.836 -0.07 -0.03 0.21 -0.12
C -5.317 -2.925 0.986 0.06 0.06 -0.10 -0.02
C -5.688 -3.408 2.224 0.00 -0.04 0.05 -0.07
C -4.920 -3.097 3.337 -0.06 -0.06 0.00 -0.06
C -3.787 -2.318 3.194 0.00 0.01 -0.04 -0.08
C -3.392 -1.810 1.958 -0.06 -0.04 -0.40 -0.27
P -1.865 -0.745 1.873 -0.29 -0.22 0.73 1.08
C -0.774 -1.794 2.915 -0.02 -0.09 -0.15 -0.38
C -0.688 -3.144 2.557 0.01 0.03 0.06 -0.12
C 0.216 -3.991 3.173 -0.02 0.00 -0.03 -0.08
C 1.056 -3.500 4.164 0.05 -0.01 0.05 -0.08
C 1.000 -2.159 4.510 0.02 -0.02 0.02 -0.07
C 0.102 -1.306 3.880 0.02 0.03 -0.06 -0.09
C -2.459 0.590 2.995 -0.01 -0.03 -0.09 -0.37
C -2.464 0.616 4.388 0.06 0.00 -0.04 -0.10
C -2.954 1.728 5.060 0.02 -0.03 0.09 -0.08
C -3.441 2.823 4.360 -0.04 0.04 0.00 -0.07
C -3.444 2.807 2.974 -0.02 -0.01 -0.01 -0.06
C -2.961 1.693 2.308 -0.03 -0.06 0.02 -0.13
H -0.549 -2.836 -3.296 0.00 -0.04 0.02 0.09
H -2.223 -3.211 -2.852 0.05 -0.04 0.01 0.08
H -1.129 -2.508 -1.653 0.05 -0.06 0.06 0.06
H -2.115 -1.091 -4.163 0.00 0.04 -0.01 0.14
H -0.296 -0.080 -1.902 -0.16 -0.11 -0.40 0.01
H -0.962 0.905 -3.215 0.07 0.03 0.01 0.06
H 0.189 -0.395 -3.573 0.04 0.01 0.04 0.08
H -3.130 0.460 -2.422 -0.03 -0.06 -0.08 0.10
H -4.193 -2.132 -3.444 -0.01 -0.02 0.04 0.12
H -5.116 -0.662 -3.068 -0.03 -0.04 0.06 0.13
H -5.898 -3.166 0.107 -0.03 0.03 0.04 0.12
H -6.572 -4.024 2.323 0.00 0.00 0.00 0.11
H -5.204 -3.467 4.314 0.03 0.01 0.01 0.11
H -3.190 -2.106 4.070 0.06 0.05 0.03 0.10
H -1.349 -3.527 1.785 0.00 -0.06 0.03 0.10
H 0.272 -5.032 2.878 -0.01 0.00 0.01 0.10
H 1.759 -4.160 4.657 0.00 0.01 -0.01 0.10
H 1.665 -1.768 5.270 0.01 0.01 -0.03 0.11
H 0.104 -0.254 4.129 0.01 0.00 0.00 0.09
H -2.066 -0.211 4.962 -0.04 -0.06 -0.03 0.10
H -2.953 1.737 6.143 0.01 0.01 -0.01 0.10
H -3.817 3.684 4.897 0.05 0.02 -0.01 0.11
H -3.795 3.661 2.410 -0.01 -0.01 0.01 0.11
H -2.960 1.655 1.227 0.00 0.09 -0.08 0.03
C -1.799 4.266 -2.792 0.07 -0.09 0.21 -0.44
Te -2.056 3.261 -0.899 -0.66 0.10 -0.52 1.25
C -4.081 2.668 -1.413 0.13 0.12 0.07 -0.44
H -1.884 3.558 -3.614 0.02 -0.04 0.04 -0.01
H -0.803 4.705 -2.792 -0.01 0.01 -0.02 -0.01
H -2.541 5.053 -2.903 0.00 0.01 0.06 0.00
H -4.790 3.455 -1.168 0.06 0.03 0.01 -0.01
H -4.334 1.772 -0.846 0.03 -0.01 -0.02 -0.02
H -4.146 2.452 -2.479 0.05 -0.03 0.01 -0.01

12
Properties=species:S:1:pos:R:3:forces:R:3:lowdin_charge:R:1 method="wB97M-V/def2-TZVPD" energy_ha=-729.3168 e_above_lowest_kcal_mol=0.0 largest_force_ev_per_a=3.005 smiles="O=[N+]([O-])C(O)([N+](=O)[O-])[N+](=O)[O-]" homo_lumo_gap_ev=10.212
O -0.802 2.754 1.225 1.20 1.02 -0.14 0.12
N -1.111 1.740 0.688 -0.77 -1.51 1.12 -0.31
O -2.237 1.421 0.415 0.19 -0.78 -0.88 0.13
C 0.058 0.603 0.636 -0.15 0.39 -0.12 -0.23
O -0.257 -0.636 0.293 1.00 0.51 -1.81 0.11
N 0.714 0.634 2.096 -0.03 0.32 -0.57 -0.29
O 0.083 0.964 3.073 0.39 -0.50 -1.15 0.14
O 1.859 0.261 2.014 -0.14 -0.13 0.54 0.12
N 1.128 1.187 -0.412 -1.10 -2.03 0.97 -0.28
O 1.793 2.094 -0.051 0.24 0.48 -0.85 0.18
O 1.129 0.500 -1.435 0.64 1.19 0.48 0.09
H 0.262 -0.853 -0.627 -1.48 1.03 2.40 0.21